--- A ---
12
Properties=species:S:1:pos:R:3:mulliken_charge:R:1 method="wB97M-V/def2-TZVPD" e_lumo_ev=4.09 total_charge=-1 gap_ev=8.7
C 1.21 1.63 0.89 -0.9510
N -0.04 -1.53 0.93 -0.4049
N 0.36 -1.29 -0.16 -0.0832
O -0.61 0.18 -2.14 -0.6213
O -2.02 -0.62 -0.27 -0.7055
O -1.27 -2.16 -1.97 -0.6500
S -1.02 -0.89 -1.28 1.1063
H 0.18 1.21 0.71 0.1253
H 1.25 1.78 1.93 0.3427
H 1.41 2.43 0.17 0.2554
H 1.60 0.75 0.12 0.2387
H -1.05 -1.49 1.05 0.3474



--- B ---
12
Properties=species:S:1:pos:R:3:mulliken_charge:R:1 method="wB97M-V/def2-TZVPD" e_lumo_ev=3.28 total_charge=-1 gap_ev=7.4
C -1.42 -0.10 0.08 -0.4162
N -1.16 1.79 1.36 -0.4646
N -1.77 1.18 0.47 -0.1213
O 0.44 0.00 -1.90 -0.9768
O 3.41 -1.24 -0.65 -0.4676
O 1.80 -0.96 1.15 -0.4402
S 2.05 -1.45 -0.20 0.7396
H -0.86 -0.68 0.83 0.1916
H -2.27 -0.64 -0.32 0.2410
H -0.65 -0.01 -0.83 0.2686
H 0.82 0.87 -1.79 0.2210
H -0.39 1.24 1.81 0.2250



Which of them is the most stable? Correct choice: A.



--- A ---
7
Properties=species:S:1:pos:R:3:mulliken_charge:R:1 method="wB97M-V/def2-TZVPD" e_lumo_ev=-1.41 smiles="O=C(S)C=S" gap_ev=8.1
O -1.67 -0.29 0.80 -0.4574
C -0.73 0.01 0.11 0.5476
S -0.75 1.56 -0.67 -0.1966
C 0.53 -0.88 0.31 -0.1260
S 1.84 -0.73 -0.54 -0.2109
H 0.44 1.90 -1.14 0.1338
H 0.33 -1.57 1.13 0.3095



--- B ---
7
Properties=species:S:1:pos:R:3:mulliken_charge:R:1 method="wB97M-V/def2-TZVPD" e_lumo_ev=-0.56 smiles=C1OC12SS2 gap_ev=8.2
C 0.66 0.51 -0.52 -0.1173
O 1.04 -0.60 0.30 -0.3351
C -0.27 -0.33 0.27 0.3468
S -1.63 -1.51 0.08 -0.1664
S -1.27 -0.09 1.67 -0.1801
H 0.78 1.45 -0.13 0.2404
H 0.68 0.57 -1.67 0.2116



Which of them is the most stable? Correct choice: A.



--- A ---
7
Properties=species:S:1:pos:R:3:mulliken_charge:R:1 method="wB97M-V/def2-TZVPD" e_lumo_ev="-1.13 / -1.11" gap_ev="8.6 / 8.7"
C 1.16 0.25 0.43 -0.3290
N -1.05 -1.15 0.08 -0.1433
O 3.67 -0.18 -0.01 -0.4796
F -0.68 -2.48 0.02 -0.1212
S 2.34 -0.77 -0.05 0.3086
H 0.58 0.84 0.99 0.5340
H -1.50 -0.89 -0.77 0.2304



--- B ---
7
Properties=species:S:1:pos:R:3:mulliken_charge:R:1 method="wB97M-V/def2-TZVPD" e_lumo_ev="-1.33 / -0.91" gap_ev="8.5 / 9.2"
C -0.56 -0.33 -0.23 -0.1717
N 1.56 0.84 0.65 -0.1681
O -2.98 -0.70 -0.27 -0.4795
F 2.12 1.19 -0.53 -0.1003
S -1.98 0.24 0.25 0.2981
H -0.17 -1.17 -0.77 0.3726
H 2.00 -0.06 0.90 0.2490



Which of them is the most stable? Correct choice: B.



--- A ---
23
Properties=species:S:1:pos:R:3:mulliken_charge:R:1 method="wB97M-V/def2-TZVPD" e_lumo_ev=-3.51 total_charge=+1 gap_ev=10.7
C 1.01 1.73 -0.16 -0.0439
C -1.15 0.99 0.26 0.0553
C 1.32 0.13 -0.03 1.0021
C 2.08 -0.06 1.33 -1.3486
C 2.07 -0.32 -1.27 -1.4231
C -3.22 -0.05 0.06 -0.6481
N -0.36 1.93 -0.16 -0.0331
N 0.03 -0.52 -0.10 -0.3842
O 1.76 2.60 -0.33 -0.4335
O -2.27 0.77 -0.42 -0.3893
H -1.16 0.80 1.31 0.5114
H 1.80 -1.09 1.69 0.3681
H 1.76 0.62 2.13 0.3526
H 3.17 0.02 1.29 0.3486
H 2.26 -1.35 -1.02 0.3984
H 3.01 0.30 -1.16 0.3446
H 1.39 -0.06 -2.14 0.4369
H -2.85 -0.90 0.84 0.2712
H -3.66 -0.56 -0.73 0.3214
H -4.03 0.46 0.69 0.2988
H -0.77 2.59 -0.82 0.3262
H -0.02 -1.34 0.51 0.3349
H -0.19 -0.75 -1.05 0.3333



--- B ---
23
Properties=species:S:1:pos:R:3:mulliken_charge:R:1 method="wB97M-V/def2-TZVPD" e_lumo_ev="-3.09 / -3.09" total_charge=+1 gap_ev="8.6 / 8.6"
C 2.00 1.96 -0.45 0.1803
C -1.31 0.50 -0.88 -0.9355
C 0.12 1.04 -1.40 -0.6304
C 0.01 -1.52 -0.03 -0.8523
C 1.69 -0.86 1.58 -0.5687
C -2.26 -0.84 0.81 -0.8309
N 1.21 -1.45 0.50 0.1226
N -0.96 -0.39 0.31 0.2939
O 2.79 2.37 0.35 -0.4305
O 0.91 1.24 -0.16 -0.3133
H -1.97 1.40 -0.63 0.4933
H -1.69 0.02 -1.76 0.4128
H 0.72 0.30 -2.01 0.4017
H -0.09 2.08 -1.74 0.4847
H -0.20 -2.14 -0.86 0.4315
H 1.29 -0.06 2.18 0.2613
H 2.66 -0.96 1.86 0.3100
H 1.99 2.10 -1.54 0.4081
H -2.31 -1.99 1.04 0.3088
H -2.69 -0.25 1.61 0.3772
H -3.08 -0.62 0.00 0.3238
H 1.83 -2.19 0.18 0.3101
H -0.67 0.29 1.06 0.4416



Which of them is the most stable? Correct choice: A.



--- A ---
11
Properties=species:S:1:pos:R:3:mulliken_charge:R:1 method="wB97M-V/def2-TZVPD" e_lumo_ev=0.20 smiles="CC=O.SS" gap_ev=9.0
C -2.29 0.77 0.99 -0.7621
C -1.79 -0.41 0.18 0.0665
O -2.10 -0.58 -0.99 -0.5106
H -1.55 1.61 1.03 0.1915
H -3.21 1.18 0.54 0.2951
H -2.45 0.48 2.05 0.2981
H -1.06 -1.05 0.70 0.4334
S 1.67 -0.55 0.76 -0.1996
S 1.28 0.55 -0.98 -0.1661
H 2.22 0.46 1.40 0.1624
H 0.12 -0.15 -1.27 0.1914



--- B ---
11
Properties=species:S:1:pos:R:3:mulliken_charge:R:1 method="wB97M-V/def2-TZVPD" e_lumo_ev=0.51 smiles="CC=O.SS" gap_ev=10.1
C 0.98 1.25 -2.72 -0.8400
C 0.65 0.17 -1.70 0.1637
O 1.37 -0.77 -1.53 -0.4618
H 1.19 2.19 -2.21 0.2711
H 1.85 0.95 -3.31 0.2692
H 0.17 1.25 -3.45 0.2721
H -0.26 0.31 -1.10 0.3253
S -0.71 -1.85 3.39 -0.1544
S -1.94 -0.36 3.93 -0.1816
H -1.59 -2.88 3.42 0.1680
H -1.71 -0.27 5.28 0.1683



--- C ---
11
Properties=species:S:1:pos:R:3:mulliken_charge:R:1 method="wB97M-V/def2-TZVPD" e_lumo_ev=0.20 smiles="CC=O.SS" gap_ev=9.3
C -0.03 -1.40 0.61 -0.6818
C -1.03 -0.31 0.32 0.0659
O -1.88 -0.42 -0.55 -0.5091
H 0.94 -1.21 0.13 0.1917
H -0.47 -2.38 0.23 0.2771
H 0.14 -1.46 1.76 0.2701
H -0.91 0.61 0.93 0.4069
S 1.08 2.40 -0.10 -0.2118
S 0.68 1.43 -1.91 -0.1953
H 2.15 1.56 0.25 0.1778
H -0.68 1.18 -1.68 0.2085



Which of them is the most stable? Correct choice: B.



--- A ---
17
Properties=species:S:1:pos:R:3:mulliken_charge:R:1 method="wB97M-V/def2-TZVPD" e_lumo_ev="0.41 / -0.61" gap_ev="8.6 / 7.1"
C -0.47 -0.90 0.35 0.9080
C 0.01 -2.00 -0.55 -1.3444
N 2.42 1.19 0.39 -0.6658
N -2.32 1.10 -0.24 -0.2391
N 1.66 0.05 0.12 -0.1188
N -1.09 1.53 -0.42 -0.3495
N 0.40 0.06 0.68 -0.2833
O -1.61 -0.92 0.86 -0.6919
H -0.63 -2.74 -0.82 0.3802
H 0.42 -1.54 -1.36 0.3789
H 0.92 -2.29 0.05 0.3500
H 1.71 1.89 0.43 0.2535
H 2.90 1.08 1.41 0.2914
H -2.38 0.17 -0.75 0.3619
H -2.93 1.14 0.62 0.2911
H 1.71 -0.05 -0.97 0.2405
H -0.70 2.25 0.20 0.2373



--- B ---
17
Properties=species:S:1:pos:R:3:mulliken_charge:R:1 method="wB97M-V/def2-TZVPD" e_lumo_ev=0.64 smiles="CNN/C(=N/N)NO" gap_ev=8.2
C 2.57 0.36 -0.13 -0.5854
N 1.75 -0.68 0.53 -0.4520
N 0.70 -1.10 -0.36 -0.1005
C -0.57 -0.50 -0.25 0.1211
N -1.60 -1.28 0.07 -0.4002
N -2.88 -0.78 -0.06 -0.4149
N -0.50 0.97 -0.28 -0.0725
O -1.69 1.59 0.13 -0.5101
H 3.35 0.61 0.61 0.3045
H 2.97 -0.08 -1.06 0.2114
H 1.97 1.26 -0.34 0.2391
H 1.35 -0.40 1.42 0.2338
H 0.70 -2.13 -0.39 0.2689
H -2.94 0.27 -0.04 0.3321
H -3.43 -1.42 0.50 0.2341
H -0.31 1.21 -1.27 0.2483
H -1.42 2.10 0.93 0.3424



Which of them is the most stable? Correct choice: B.



--- A ---
9
Properties=species:S:1:pos:R:3:mulliken_charge:R:1 method="wB97M-V/def2-TZVPD" e_lumo_ev=-0.65 smiles=Oc1ncnnn1 gap_ev=9.8
O 1.84 0.79 0.72 -0.4102
C 0.63 0.42 0.27 0.6141
N 0.68 -0.70 -0.49 -0.3460
C -0.45 -1.12 -0.71 0.1027
N -1.60 -0.41 -0.56 -0.1842
N -1.69 0.60 0.29 -0.2834
N -0.47 0.95 0.69 -0.1656
H 1.65 1.57 1.09 0.3560
H -0.58 -2.10 -1.31 0.3166



--- B ---
9
Properties=species:S:1:pos:R:3:mulliken_charge:R:1 method="wB97M-V/def2-TZVPD" e_lumo_ev=-1.41 smiles="O=Cc1nnn[nH]1" gap_ev=9.4
O -2.20 0.47 -0.17 -0.4998
C -1.46 -0.57 0.09 0.0709
C 0.01 -0.46 0.30 0.3094
N 1.18 -1.13 -0.03 -0.1927
N 2.24 -0.36 -0.13 -0.2235
N 1.78 0.95 -0.08 -0.2852
N 0.52 0.95 0.24 0.1614
H -2.02 -1.59 -0.18 0.3132
H -0.05 1.74 -0.04 0.3462



--- C ---
9
Properties=species:S:1:pos:R:3:mulliken_charge:R:1 method="wB97M-V/def2-TZVPD" e_lumo_ev="-0.58 / -0.58" gap_ev="7.7 / 7.7"
C 0.57 -1.45 -0.01 0.1322
C 0.53 1.74 0.07 0.0014
N 1.47 -0.43 -0.32 -0.8646
N -0.69 -1.01 0.08 0.0094
N 1.08 0.76 -0.22 0.5269
N -1.27 0.00 0.47 -0.0597
O -2.16 0.54 -0.14 -0.4554
H 0.68 -2.58 0.16 0.3379
H -0.21 2.43 -0.08 0.3720



Which of them is the most stable? Correct choice: A.